1.
The following is a quantum chemistry calculation of an isolated ion of composition C4H7N2O and charge +1 in a non-equilibrium geometry, from OMol25.

E_HOMO (eV): -15.47
Net charge: +1
LUMO level (Ha): -0.17419
SMILES: C[C@@H]1C(=[NH2+])N1C=O

Geometry as XYZ:
```
14
C4H7N2O ωB97M-V/def2-TZVPD
C 0.02642 0.19168 0.90671
C 2.30215 -0.93808 0.66128
C -0.34143 -0.77730 -0.05861
C -0.39877 -0.51225 -1.47355
N 0.94307 -0.64977 0.70978
N -0.21145 1.28416 1.55784
O 2.75743 -1.66786 -0.13537
H 2.81548 -0.37368 1.57842
H -1.03406 -1.62914 0.16902
H 0.41276 0.17999 -1.95087
H -1.27903 0.05266 -1.54724
H -0.52570 -1.42630 -1.97253
H -1.14204 1.49387 1.73000
H 0.47843 1.70676 2.05607
```



2.
The following is a quantum chemistry calculation of C4H7N2O as an isolated structure in a non-equilibrium geometry, from OMol25.

E_HOMO (spin up / spin down) (eV): -14.42 / -14.42
Net charge: +1
LUMO level (spin up / spin down) (Ha): -0.22493 / -0.22494

Geometry as XYZ:
```
14
C4H7N2O ωB97M-V/def2-TZVPD
C -1.09349 0.68970 -0.37655
C 0.68022 -0.30150 0.58275
C 0.38527 -0.50175 -1.72696
C 0.20263 -0.03633 1.89487
N -0.03108 -0.10843 -0.43827
N -1.62455 1.36777 0.59062
O -0.97092 1.30234 1.65294
H -1.45645 0.73487 -1.40729
H 1.54638 -0.89461 0.40989
H 0.17456 -1.62280 -1.93170
H 1.42720 -0.36144 -1.51978
H 0.13061 0.02105 -2.57229
H 0.99520 0.48939 2.44458
H -0.36557 -0.77824 2.39717
```



3.
The following is a quantum chemistry calculation of an isolated ion of composition C4H7N2O and charge +1 in a non-equilibrium geometry, from OMol25.

E_HOMO (spin up / spin down) (eV): -9.39 / -13.73
Net charge: +1
LUMO level (spin up / spin down) (Ha): -0.14119 / -0.24551
Multiplicity: 3

Geometry as XYZ:
```
14
C4H7N2O ωB97M-V/def2-TZVPD
C 1.00136 0.38319 0.87355
C 1.98665 0.12810 0.03314
C 3.07223 -0.31960 -0.57701
C -0.98745 -0.49623 -0.14532
N -0.39753 0.42875 0.52416
N -2.61283 0.07324 -0.21949
O -0.84104 -1.54577 -0.67619
H 1.39212 0.71643 1.84503
H 3.64993 0.33493 -1.35483
H 3.54338 -1.32097 -0.53271
H -0.97258 1.28116 0.99784
H -2.79570 -0.43802 -1.09895
H -2.89745 1.07802 -0.26078
H -3.14109 -0.30324 0.59158
```



4.
The following is a quantum chemistry calculation of an isolated ion of composition C4H7N2O2S and charge +1 in a non-equilibrium geometry, from OMol25.

E_HOMO (eV): -15.27
Net charge: +1
LUMO level (Ha): -0.20148
SMILES: O=S(=O)=NC1=[NH+]CCC1

Geometry as XYZ:
```
16
C4H7N2O2S ωB97M-V/def2-TZVPD
C 1.21074 -1.02294 -0.41989
C -0.08953 -0.66069 -1.14453
C -0.54783 0.53523 -0.33098
C 0.13787 0.36559 1.04215
N 2.24804 -1.69023 -0.95148
N 1.26215 -0.50007 0.78108
O 3.53651 -2.82568 -2.78193
O 1.60501 -1.47211 -3.39734
S 2.47007 -2.00986 -2.46413
H 0.27788 -0.47449 -2.25907
H -0.61762 -1.53830 -1.16707
H -0.11871 1.42417 -0.62961
H -1.62920 0.58879 -0.51217
H 0.39829 1.26070 1.60417
H -0.58549 -0.24094 1.63940
H 2.15454 -0.57019 1.25634
```



5.
The following is a quantum chemistry calculation of an isolated ion of composition C4H7N2OS and charge +1 in a non-equilibrium geometry, from OMol25.

E_HOMO (eV): -13.64
Net charge: +1
LUMO level (Ha): -0.15488
SMILES: O[C@]1(S)C=CNC=[NH+]1

Geometry as XYZ:
```
15
C4H7N2OS ωB97M-V/def2-TZVPD
C 0.27849 -1.34808 0.57538
C 1.43575 -1.13414 -0.04111
C 0.96848 1.13696 -0.55649
C -0.95531 0.02014 0.39681
N 1.66591 0.04697 -0.69416
N -0.17876 1.16872 0.02796
O -1.62865 0.35810 1.57210
S -1.88565 -0.67889 -0.92644
H 0.03433 -2.11107 1.35215
H 2.20764 -1.88835 -0.42030
H 1.26465 2.18495 -0.86345
H 2.49764 -0.00419 -1.23143
H -0.65694 2.13827 0.23053
H -2.25585 -0.36959 1.80901
H -2.79173 0.48022 -1.23056
```



6.
The following is a quantum chemistry calculation of one molecule with the formula C4H7N2P in a non-equilibrium geometry, from OMol25.

E_HOMO (eV): -7.94
LUMO level (Ha): -0.00234

Geometry as XYZ:
```
14
C4H7N2P ωB97M-V/def2-TZVPD
C 0.09093 1.93388 0.25035
C 0.71469 0.74377 0.05947
C 2.21180 0.70733 -0.21973
C -1.76926 -1.82993 -0.00405
N 0.07621 -0.45642 -0.12347
N -1.23623 -0.41877 -0.01011
P -2.20952 0.87895 0.17456
H -0.21228 2.88787 0.75582
H 2.53555 1.11354 -1.29350
H 2.61157 -0.42728 -0.07535
H 2.65691 1.45232 0.47092
H -1.87184 -2.17779 1.06346
H -2.58983 -1.87738 -0.74800
H -1.00868 -2.53009 -0.30037
```



7.
The following is a quantum chemistry calculation of a 2-piece molecular cluster, C4H7N2S overall in a non-equilibrium geometry, from OMol25.

E_HOMO (eV): -12.99
Net charge: +1
LUMO level (Ha): -0.19137

Geometry as XYZ:
```
14
C4H7N2S ωB97M-V/def2-TZVPD
C -1.56008 0.69490 -1.80386
C 0.35480 -0.64400 -0.98725
C -1.97240 1.11954 -2.93514
C 1.48964 -0.15224 2.03914
N -0.38595 0.11505 -1.47007
N 1.43368 -0.98992 3.08719
S 1.39829 -1.39388 -0.16005
H -2.15367 1.00162 -0.96857
H -1.48461 1.08507 -3.93331
H -2.96560 1.51995 -3.06725
H 0.54700 -0.01895 1.40988
H 2.25492 0.53598 1.93166
H 2.23731 -1.11530 3.63814
H 0.80667 -1.75782 3.21951
```



8.
The following is a quantum chemistry calculation of one molecule with the formula C4H7N3, from OMol25.

E_HOMO (eV): -7.91
LUMO level (Ha): 0.03503
SMILES: [H]/N=c1\cc[nH]n1C

Geometry as XYZ:
```
14
C4H7N3 ωB97M-V/def2-TZVPD
C 1.07873 1.55372 -0.00665
N 1.64998 -0.89583 -0.57920
C 0.41093 -0.71292 -0.30435
N -0.02718 0.60262 -0.18759
N -1.27558 0.59971 0.49662
C -1.71646 -0.72494 0.44168
C -0.74526 -1.55224 0.01995
H 1.72462 1.29634 0.84591
H 1.72623 1.44612 -0.88500
H 0.73765 2.58443 0.04934
H 1.87563 -1.86085 -0.76350
H -1.94534 1.26610 0.11428
H -2.73067 -0.96878 0.75073
H -0.76328 -2.63348 0.00780
```



9.
The following is a quantum chemistry calculation of one molecule with the formula C4H7N3 in a non-equilibrium geometry, from OMol25.

E_HOMO (eV): -9.58
LUMO level (Ha): 0.02636
SMILES: [H]/N=C(\C#N)NCC

Geometry as XYZ:
```
14
C4H7N3 ωB97M-V/def2-TZVPD
C -0.62005 -0.08289 -1.64265
C 0.52139 0.58897 -0.88393
N 0.87582 -0.06263 0.36992
C 0.08294 -0.04398 1.48290
N 0.25121 -0.83049 2.47554
C -0.99821 0.94835 1.46573
N -1.91022 1.66025 1.51018
H -0.87713 0.50964 -2.52677
H -1.51473 -0.15679 -1.01441
H -0.33816 -1.08836 -1.97228
H 0.26365 1.62860 -0.65620
H 1.42252 0.61870 -1.50605
H 1.49433 -0.86119 0.33218
H -0.41484 -0.62447 3.21718
```



10.
The following is a quantum chemistry calculation of a 3-piece molecular cluster, C4H7N3 overall in a non-equilibrium geometry, from OMol25.

E_HOMO (eV): -9.78
LUMO level (Ha): -0.03025

Geometry as XYZ:
```
14
C4H7N3 ωB97M-V/def2-TZVPD
C -0.46328 -0.62466 0.81111
C 0.38674 0.48914 0.29662
C -0.23399 1.52063 -0.39826
C 1.51528 0.22109 -0.77353
H -0.77196 -2.76623 -0.41831
H -2.63316 -1.37739 0.74799
H 0.28978 -1.38895 1.28848
H -1.03699 -0.17814 1.59518
H 1.14224 0.92595 1.11863
H -1.15355 2.09287 -0.15795
H 2.48295 -0.39499 -0.63912
N -1.24335 -1.41898 -0.16850
N 0.29475 1.93997 -1.51731
N 1.42454 0.95967 -1.78502
```



11.
The following is a quantum chemistry calculation of one molecule with the formula C4H7N3, from OMol25.

E_HOMO (eV): -7.88
LUMO level (Ha): 0.00979

Geometry as XYZ:
```
14
C4H7N3 ωB97M-V/def2-TZVPD
N 1.87764 0.80077 -1.26361
C 0.73795 0.81916 -0.37463
C -0.62532 0.37252 -0.83005
C -1.07293 -0.40995 0.22912
N -2.37179 -0.96538 0.38967
C -0.07172 -0.56756 1.21320
N 1.03445 0.06043 0.86593
H 1.71063 0.11713 -1.99549
H 1.95263 1.69509 -1.73416
H 0.56231 1.85029 -0.02987
H -2.35544 -1.97882 0.44784
H -2.91689 -0.71035 -0.42685
H -0.13203 -1.11340 2.15276
H 1.89896 0.09528 1.38396
```



12.
The following is a quantum chemistry calculation of one molecule with the formula C4H7N3 in a non-equilibrium geometry, from OMol25.

E_HOMO (eV): -8.75
LUMO level (Ha): 0.00548

Geometry as XYZ:
```
14
C4H7N3 ωB97M-V/def2-TZVPD
C 0.80237 -1.63781 -0.04398
C 0.83868 0.69070 -0.81154
N 1.26370 -0.27715 0.09081
C -0.95247 0.75724 0.75872
N -0.72416 1.04849 -0.48121
C -2.22448 0.95955 1.32365
N -3.17350 1.10063 1.98957
H -0.14207 -1.87279 0.46621
H 1.60582 -2.26665 0.34173
H 0.68359 -1.85727 -1.11350
H 0.83827 0.34407 -1.84583
H 1.51317 1.55361 -0.66385
H 1.19040 0.06384 1.05222
H -1.51932 1.39353 -1.06301
```



13.
The following is a quantum chemistry calculation of one molecule with the formula C4H7N3 in a non-equilibrium geometry, from OMol25.

E_HOMO (eV): -9.32
LUMO level (Ha): 0.01379
SMILES: [H]/N=N/C(C)(C)C#N

Geometry as XYZ:
```
14
C4H7N3 ωB97M-V/def2-TZVPD
C -1.65408 -0.03432 -0.03575
C 0.44515 0.52896 -1.23697
C 0.17860 0.99336 1.30536
C -0.19333 0.09563 0.16885
N -2.77466 -0.27568 -0.11257
N 0.39435 -2.17829 -0.49196
N 0.37430 -1.42675 0.49107
H -0.17205 1.34124 -1.72843
H 1.55463 0.84971 -1.21409
H 0.50296 -0.30932 -1.96807
H 1.27581 1.23632 1.49096
H -0.23243 0.44154 2.32550
H -0.39184 1.98625 1.33040
H 0.69262 -3.24867 -0.32429
```



14.
The following is a quantum chemistry calculation of one molecule with the formula C4H7N3 in a non-equilibrium geometry, from OMol25.

E_HOMO (eV): -6.74
LUMO level (Ha): 0.03500
SMILES: Nc1c[nH]c(N)c1

Geometry as XYZ:
```
14
C4H7N3 ωB97M-V/def2-TZVPD
N -2.33612 -0.51661 0.37912
C -1.10832 0.01377 0.02171
C 0.08832 -0.68525 -0.09856
C 1.21257 0.03646 0.29110
N 2.39437 -0.67322 0.30112
C 0.49374 1.37103 -0.64066
N -0.85105 1.31169 -0.19684
H -3.11881 -0.24821 -0.19890
H -2.27909 -1.51813 0.51391
H 0.17394 -1.60960 -0.64690
H 3.23719 -0.41135 0.79088
H 2.51691 -1.42571 -0.36810
H 0.97002 2.27580 -0.34998
H -1.39366 2.07935 0.20211
```



15.
The following is a quantum chemistry calculation of a 2-piece molecular cluster, C4H7N3 overall in a non-equilibrium geometry, from OMol25.

E_HOMO (spin up / spin down) (eV): -10.00 / -6.94
LUMO level (spin up / spin down) (Ha): -0.01802 / -0.06275

Geometry as XYZ:
```
14
C4H7N3 ωB97M-V/def2-TZVPD
C -2.23952 0.21938 -0.03090
C -0.85904 -0.28185 0.17337
N 0.24892 0.38079 -0.10511
C 1.51768 -0.13639 0.14292
N 1.69525 -1.21453 0.79297
C 2.60136 0.59384 -0.49664
N 3.54319 1.05592 -0.98269
H -2.29693 0.97766 -0.80526
H -2.59228 0.59314 0.94628
H -2.89454 -0.61379 -0.30208
H -0.74976 0.20199 -2.17888
H -0.72842 -1.13403 0.84520
H 0.05750 0.86052 -1.04519
H 2.67984 -1.47256 0.79315
```



16.
The following is a quantum chemistry calculation of one molecule with the formula C4H7N3 in a non-equilibrium geometry, from OMol25.

E_HOMO (spin up / spin down) (eV): -4.23 / -9.41
LUMO level (spin up / spin down) (Ha): 0.04098 / -0.08228
Multiplicity: 3

Geometry as XYZ:
```
14
C4H7N3 ωB97M-V/def2-TZVPD
C -0.26618 -0.37821 -1.26965
C -0.62571 -0.96113 -0.11785
C 0.58631 1.46430 0.02443
C 0.89020 0.61227 -1.18130
N 0.19706 0.90097 1.08908
N 0.01424 -0.59033 1.04325
N -0.63859 -1.09308 2.17658
H -0.52013 -0.57939 -2.27825
H -1.30894 -1.74628 -0.10875
H 0.63531 2.45103 0.09635
H 1.93360 0.17243 -0.82565
H 0.94226 1.08363 -2.10354
H -1.60525 -0.85936 2.29503
H -0.19245 -0.74864 3.02484
```



17.
The following is a quantum chemistry calculation of an isolated ion of composition C4H7N3 and charge +2 in a non-equilibrium geometry, from OMol25.

E_HOMO (spin up / spin down) (eV): -20.43 / -20.43
Net charge: +2
LUMO level (spin up / spin down) (Ha): -0.49478 / -0.49474

Geometry as XYZ:
```
14
C4H7N3 ωB97M-V/def2-TZVPD
C -1.33374 -0.94747 0.88574
C 0.52917 -0.88164 -0.32849
C 1.35232 0.02373 -0.97645
C -1.06035 1.57973 0.72493
N -0.94701 -2.12392 0.72833
N 0.18795 -2.04764 0.01342
N -1.01457 0.17488 0.59557
H 2.27498 0.32243 -0.53390
H 0.69512 0.98274 -1.12994
H 1.56225 -0.04438 -2.09245
H -0.89160 2.06795 -0.26863
H -0.22879 1.98461 1.25836
H -1.98393 1.82610 1.14393
H 0.85819 -2.91713 -0.02042
```



18.
The following is a quantum chemistry calculation of an isolated ion of composition C4H7N3 and charge +2 in a non-equilibrium geometry, from OMol25.

E_HOMO (spin up / spin down) (eV): -18.24 / -18.29
Net charge: +2
LUMO level (spin up / spin down) (Ha): -0.37942 / -0.38714

Geometry as XYZ:
```
14
C4H7N3 ωB97M-V/def2-TZVPD
C -1.90243 -1.58035 -0.27770
C -2.13049 0.77863 0.07919
C 0.18503 0.57562 0.00093
C 2.36166 -0.33599 -0.19477
N -2.20700 -0.48998 -0.07761
N -0.88288 1.29994 0.05014
N 1.22801 0.14905 0.49329
H -2.11686 -2.67050 -0.59363
H -2.91125 1.52849 0.19642
H 2.20873 -1.34288 -0.41224
H 3.19557 -0.24511 0.46647
H 2.20648 0.05902 -1.19873
H -0.59739 2.22450 -0.02633
H 1.36283 0.04956 1.49456
```



19.
The following is a quantum chemistry calculation of C4H7N3O as an isolated structure in a non-equilibrium geometry, from OMol25.

E_HOMO (eV): -9.27
LUMO level (Ha): 0.02635

Geometry as XYZ:
```
15
C4H7N3O ωB97M-V/def2-TZVPD
C 1.86929 -0.85818 -0.08133
C -0.26915 0.00000 -0.44589
C -2.72440 0.79214 -0.15613
C -2.49613 -0.44493 0.59078
H 2.69286 1.86182 0.12422
H 2.02357 -1.89604 -0.94442
H 0.32728 0.74656 -1.11292
H -3.75551 0.75593 -0.76974
H -2.46811 1.75386 0.37005
H -2.87498 -1.69722 0.29205
H -2.07163 -0.38847 1.73904
N 2.83385 -0.04382 -0.05680
N 0.42639 -0.76555 0.26865
N -1.68077 -0.12034 -0.47364
O 2.09907 1.05467 0.33621
```



20.
The following is a quantum chemistry calculation of one molecule with the formula C4H7N3O in a non-equilibrium geometry, from OMol25.

E_HOMO (eV): -9.57
LUMO level (Ha): 0.02845
SMILES: [H]/N=C(\ON)[C@@H]1N=C1C

Geometry as XYZ:
```
15
C4H7N3O ωB97M-V/def2-TZVPD
C -1.41407 1.25036 -1.53541
C -1.39870 0.12776 -0.60873
N 2.42287 -0.71881 0.14276
C -1.12815 -0.25702 0.78540
O 1.00801 -0.68418 -0.06991
N -1.72307 -1.05547 -0.35116
N 0.72309 -0.37133 2.30213
C 0.26724 -0.50670 1.15357
H 2.83859 -0.30464 -0.68837
H 2.68399 -1.70495 0.15986
H 1.73398 -0.42912 2.38539
H -1.76802 0.03361 1.60868
H -1.79926 0.93861 -2.50501
H -0.40150 1.63841 -1.64615
H -2.04500 2.04346 -1.13305
```



We obtain energy above the lowest of the compared OMol25 structures with the same formula, charge and spin values of 3.023; 5.892; 3.111; 2.494; 1.794; 4.385; 3.030; 1.442; 0.474; 7.867; 2.732; 3.032; 2.854; 4.284; 5.350; 2.896; 6.201; 3.568; 7.728; 3.972 eV for the records listed above, in that order.